(1)
A molecular structure, C22H29Cl2N5O4Pd in a non-equilibrium geometry, computed with ωB97M-V/def2-TZVPD.

Each line ends with the Löwdin charge.
Element x y z (Å)
1 Pd 0.53 -0.63 -1.23  0.9460
2 N -1.53 -0.27 -2.15  0.0199
3 C -2.25 -1.51 -1.85  -0.3004
4 C -3.52 -1.70 -2.68  -0.1464
5 C -4.63 -0.71 -2.31  -0.1851
6 C -5.48 -1.15 -1.11  -0.1845
7 N -4.73 -1.37 0.12  0.0578
8 C -3.94 -0.45 0.74  -0.5384
9 N -4.12 0.86 0.36  0.1687
10 N -3.01 -0.72 1.59  0.1111
11 C -1.25 -2.73 -2.00  -0.6182
12 O -1.66 -3.76 -2.49  0.0478
13 O -0.10 -2.52 -1.49  -0.1370
14 H -2.01 0.55 -1.77  0.0771
15 H -1.43 -0.14 -3.15  0.1103
16 H -2.47 -1.49 -0.78  0.1099
17 H -3.85 -2.73 -2.57  0.1169
18 H -3.26 -1.57 -3.73  0.1233
19 H -5.32 -0.61 -3.16  0.1128
20 H -4.21 0.28 -2.12  0.0864
21 H -5.98 -2.09 -1.34  0.1261
22 H -6.26 -0.40 -0.93  0.1111
23 H -4.45 -2.33 0.29  0.1458
24 H -5.05 1.11 0.07  0.1038
25 H -3.69 1.52 0.99  0.1048
26 H -2.91 -1.70 1.79  0.0955
27 H -1.98 0.27 1.24  -0.0009
28 Cl 1.49 6.23 1.80  0.6802
29 C 1.22 4.78 0.90  -0.6746
30 C 1.73 4.68 -0.40  -0.0960
31 C 1.58 3.49 -1.08  -0.5702
32 Cl 2.28 3.34 -2.65  0.7459
33 C 0.88 2.37 -0.57  -0.3333
34 O 0.88 1.32 -1.29  -0.1721
35 C 0.23 2.56 0.73  -0.1233
36 C -0.68 1.69 1.33  -0.0510
37 O -1.11 0.56 0.81  0.0125
38 C 0.49 3.76 1.44  -0.0655
39 H 2.25 5.51 -0.86  0.1120
40 H -1.08 1.94 2.30  0.1477
41 H 0.07 3.88 2.43  0.1153
42 C 3.79 0.98 2.76  -0.0956
43 N 2.88 -0.13 2.76  -0.2832
44 C 3.22 -1.21 3.66  -0.1009
45 C 2.25 -0.46 1.51  -0.1792
46 C 3.06 -1.07 0.37  -0.2101
47 C 4.39 -1.44 0.49  -0.0579
48 C 5.08 -1.99 -0.58  -0.1020
49 C 4.42 -2.20 -1.78  -0.1066
50 C 3.09 -1.83 -1.92  -0.1145
51 C 2.41 -1.25 -0.85  -0.1883
52 H 3.90 1.36 3.78  0.0804
53 H 3.37 1.78 2.15  0.0787
54 H 4.79 0.75 2.38  0.0770
55 H 3.30 -0.81 4.67  0.0795
56 H 4.16 -1.72 3.41  0.0735
57 H 2.42 -1.96 3.64  0.0856
58 H 1.82 0.47 1.13  0.0812
59 H 1.42 -1.15 1.72  0.1228
60 H 4.92 -1.29 1.42  0.0848
61 H 6.11 -2.27 -0.47  0.0952
62 H 4.94 -2.65 -2.61  0.0952
63 H 2.58 -2.02 -2.86  0.0923

Output
LUMO energy (spin up / spin down) = -0.057 / -0.057 Ha
Gap between HOMO and LUMO (spin up / spin down) = 6.21 / 6.21 eV
Charge = 0
Spin multiplicity = 1
Energy = -2478.704267 Ha

=====

(2)
A molecular structure, C8H16Cl2InN2S in a non-equilibrium geometry, computed with ωB97M-V/def2-TZVPD.

Each line ends with the Löwdin charge.
Element x y z (Å)
1 In 1.77 -0.27 0.44  0.1490
2 Cl 0.56 -2.54 0.43  -0.0632
3 Cl 2.52 0.55 2.65  -0.1119
4 C 3.72 0.02 -0.26  -0.3835
5 H 3.75 1.12 -0.46  -0.1341
6 H 3.59 -0.33 -1.35  -0.1228
7 C -0.62 1.39 -1.00  -0.1671
8 C 0.39 0.55 -1.18  -0.3354
9 H -0.48 2.28 -0.36  0.1149
10 C 0.38 -0.68 -2.05  -0.2815
11 H 1.50 0.87 -1.09  0.0546
12 C -0.73 -0.54 -3.07  -0.2067
13 H 1.37 -0.85 -2.51  0.1156
14 H 0.20 -1.61 -1.46  -0.0229
15 C -2.03 -0.27 -2.33  -0.1861
16 H -0.46 0.32 -3.68  0.1153
17 H -0.81 -1.45 -3.69  0.1111
18 C -2.01 0.97 -1.36  -0.1957
19 H -2.84 -0.10 -3.05  0.0963
20 H -2.30 -1.14 -1.71  0.1165
21 H -2.57 1.82 -1.79  0.1091
22 H -2.52 0.66 -0.42  0.0677
23 N -0.44 1.01 4.14  0.0508
24 C -0.52 -0.07 3.29  -0.9572
25 N -0.29 -1.28 3.84  0.0963
26 S -0.94 0.10 1.65  0.6294
27 H 0.37 0.97 4.78  0.0879
28 H -0.51 1.89 3.65  0.0777
29 H -0.21 -2.07 3.20  0.0680
30 H 0.18 -1.33 4.73  0.1080

Output
LUMO energy (spin up / spin down) = 0.101 / 0.101 Ha
Gap between HOMO and LUMO (spin up / spin down) = 5.30 / 5.30 eV
Charge = -1
Spin multiplicity = 1
Energy = -1932.620330 Ha

=====

(3)
C3H4ClP in the gas phase in a non-equilibrium geometry, computed with ωB97M-V/def2-TZVPD.

Each line ends with the Löwdin charge.
Element x y z (Å)
1 C 0.18 0.41 -0.41  -0.0862
2 C -1.03 -0.37 -0.26  -0.5432
3 P -2.70 -0.76 -0.64  0.5092
4 Cl -3.64 0.81 0.31  0.0806
5 C -1.50 -1.48 0.58  -0.1848
6 H 0.91 0.11 0.28  0.0745
7 H -0.01 1.42 -0.17  0.0797
8 H 0.48 0.32 -1.34  0.0333
9 H -1.11 -2.17 1.30  0.0369

Output
LUMO energy = 0.031 Ha
Gap between HOMO and LUMO = 9.87 eV
Charge = 0
Spin multiplicity = 1
SMILES = CC1=P(Cl)=C1
Energy = -918.182581 Ha

=====

(4)
C7H10 in the gas phase, computed with ωB97M-V/def2-TZVPD.

Each line ends with the Löwdin charge.
Element x y z (Å)
1 C 1.34 1.07 -1.06  0.0112
2 C 1.62 1.00 0.25  -0.1765
3 C 1.25 -0.07 1.19  -0.1282
4 C 0.51 -1.17 0.98  -0.1102
5 C -0.36 -1.53 -0.15  -0.1350
6 C -1.42 -0.83 -0.55  -0.1715
7 C -1.82 0.54 -0.09  -0.1003
8 H 0.71 0.35 -1.56  0.0503
9 H 1.78 1.86 -1.67  0.0543
10 H 2.26 1.77 0.67  0.0901
11 H 1.71 0.03 2.17  0.0949
12 H 0.52 -1.92 1.78  0.1024
13 H -0.18 -2.51 -0.60  0.1019
14 H -2.07 -1.28 -1.30  0.0990
15 H -1.75 1.24 -0.93  0.0789
16 H -2.86 0.56 0.25  0.0745
17 H -1.18 0.92 0.70  0.0640

Output
LUMO energy = 0.027 Ha
Gap between HOMO and LUMO = 9.21 eV
Charge = 0
Spin multiplicity = 1
SMILES = C=C/C=C\C=C/C
Energy = -272.653164 Ha

=====

(5)
2 unconnected molecules or ions with the total composition C15H15NO4S2 in a non-equilibrium geometry, computed with ωB97M-V/def2-TZVPD.

Each line ends with the Löwdin charge.
Element x y z (Å)
1 C -0.89 -3.56 1.51  0.0234
2 N -0.64 -2.27 2.17  -0.0978
3 C -1.72 -1.61 2.87  -0.2405
4 C -2.57 -0.74 2.18  0.0084
5 C -3.62 -0.11 2.87  -0.0473
6 C -3.81 -0.36 4.24  -0.0585
7 C -2.96 -1.24 4.92  -0.0605
8 C -1.92 -1.87 4.23  -0.0144
9 C 0.56 -1.74 2.09  0.2300
10 H -1.94 -3.83 1.70  0.1090
11 H -0.71 -3.49 0.43  0.1195
12 H -0.23 -4.34 1.93  0.1108
13 H -2.40 -0.57 1.12  0.1349
14 H -4.27 0.58 2.33  0.1192
15 H -4.62 0.14 4.77  0.1145
16 H -3.10 -1.44 5.98  0.1141
17 H -1.24 -2.56 4.75  0.1230
18 H 0.76 -0.80 2.61  0.1408
19 H 1.35 -2.30 1.58  0.1353
20 C 1.79 2.79 -5.31  -0.0768
21 C 1.11 1.73 -4.70  -0.0456
22 C 1.44 1.41 -3.39  -0.2516
23 C 2.41 2.11 -2.70  -0.2512
24 C 3.09 3.17 -3.30  -0.0436
25 C 2.77 3.51 -4.61  -0.0759
26 S 2.67 1.58 -1.00  0.5897
27 O 3.99 0.99 -0.94  -0.3456
28 O 2.32 2.68 -0.12  -0.3503
29 C 1.44 0.43 -0.99  -0.4319
30 S 0.64 0.09 -2.45  0.5825
31 O -0.77 0.41 -2.31  -0.3617
32 O 1.05 -1.16 -3.04  -0.3517
33 H 1.54 3.06 -6.34  0.1016
34 H 0.34 1.16 -5.21  0.1206
35 H 3.84 3.71 -2.72  0.1220
36 H 3.30 4.33 -5.09  0.1020
37 H 1.01 0.10 -0.06  0.0036

Output
LUMO energy = -0.089 Ha
Gap between HOMO and LUMO = 3.99 eV
Charge = 0
Spin multiplicity = 1
Energy = -1732.494889 Ha

=====

(6)
C5H5NO2 in the gas phase in a non-equilibrium geometry, computed with ωB97M-V/def2-TZVPD.

Each line ends with the Löwdin charge.
Element x y z (Å)
1 C -0.38 -1.74 0.31  -0.5340
2 C 1.12 0.94 -0.73  -0.2581
3 C -0.43 0.54 1.18  -0.1001
4 C -0.51 -0.68 -0.83  0.1957
5 C -0.31 0.74 -0.31  -0.2950
6 N 0.16 -0.89 1.20  0.1699
7 O -0.53 -2.93 0.18  0.0723
8 O 1.47 1.44 -1.78  0.0815
9 H 1.78 0.38 0.11  0.1726
10 H 0.11 1.26 1.73  0.1012
11 H -1.45 0.35 1.56  0.1405
12 H -0.14 -0.90 -1.75  0.0889
13 H -0.90 1.50 -0.88  0.1645

Output
LUMO energy (spin up / spin down) = -0.072 / -0.067 Ha
Gap between HOMO and LUMO (spin up / spin down) = 7.80 / 8.18 eV
Charge = 0
Spin multiplicity = 1
Energy = -398.598715 Ha

=====

Ordered energy relative to the best compared isomer or geometry (same formula, charge and spin) results: 0.0, 92.8, 56.1, 170.2, 582.2, 472.0; unit kJ/mol.